Computed, not measured: an isolated ion of composition C5H9N and charge -1 in a non-equilibrium geometry, with the ωB97M-V functional and the def2-TZVPD basis.

Computed properties:
* ΔE to the lowest compared entry with this formula, charge and spin: 1.148 eV
* spin multiplicity: 2
* net charge: -1

CARTESIAN COORDINATES (ANGSTROEM)
H (-0.9023, 0.1705, -2.0224)
C (-0.9030, 0.9581, -1.2871)
H (-0.6479, -1.4390, -0.4288)
H (1.8121, -1.3505, -0.2757)
C (1.2040, -1.2846, 0.6102)
C (1.7980, -1.4617, 1.8728)
C (-1.7163, 1.9939, -1.5333)
H (2.8515, -1.7621, 1.9497)
N (-0.2510, 0.6062, -0.1259)
H (1.1651, -1.4853, 2.7491)
H (-0.8528, -0.8702, 1.1796)
C (-0.1685, -0.8190, 0.3186)
H (-1.6937, 2.8839, -0.9255)
H (0.3826, 1.2894, 0.2843)
H (-2.2080, 2.0983, -2.4861)

Atomic forces in eV per Å
-0.14 -0.50 -0.30
-0.79 -0.86 0.87
-0.27 0.10 -0.79
0.35 -0.11 -0.34
-0.38 -0.10 -0.37
0.35 0.14 0.20
0.83 0.83 -0.28
-0.55 0.04 0.13
0.04 1.03 -0.78
0.12 -0.04 0.30
0.30 -0.25 0.17
0.73 0.35 0.95
-0.31 0.06 0.45
-0.33 -0.58 0.11
0.05 -0.09 -0.32